1.
17
Properties=species:S:1:pos:R:3 method="wB97M-V/def2-TZVPD" charge=+1 homo_lumo_gap_ev=9.37 smiles="CC/C(N)=C/[NH3+]" homo_energy_ev=-13.2 total_energy_ha=-268.212499 e_above_lowest_ev=2.514
C -0.8998 0.9907 1.9634
C -0.4168 1.2676 0.5567
C -0.1063 0.2589 -0.5303
C 0.9694 -0.5040 -0.3034
N 1.4809 -1.6424 -1.0734
N -1.0039 0.1023 -1.5518
H -0.0226 0.9284 2.5745
H -1.2564 -0.0447 2.0714
H -1.5683 1.7199 2.4010
H 0.4830 1.9115 0.5015
H -1.0226 2.1141 0.1621
H 1.4910 -0.5260 0.6592
H 0.9524 -2.0942 -1.8833
H 2.3608 -1.3810 -1.5235
H 1.6686 -2.5563 -0.5557
H -1.0930 -0.7999 -2.0501
H -2.0163 0.2551 -1.4183

=====

2.
122
Properties=species:S:1:pos:R:3 method="wB97M-V/def2-TZVPD" charge=0 homo_lumo_gap_ev=8.97 smiles=COC[C@H](C)N.COC[C@H](C)N.COC[C@H](C)N.COC[C@H](C)N.COC[C@H](C)N.COC[C@H](C)N.ClC(Cl)Cl.ClC(Cl)Cl.ClC(Cl)Cl.ClC(Cl)Cl homo_energy_ev=-8.8 total_energy_ha=-7410.942598 e_above_lowest_ev=0.000
C 2.4463 -5.0880 -2.6316
Cl 0.7589 -5.5506 -2.8068
Cl 3.0404 -5.3362 -1.0188
Cl 2.7066 -3.4285 -3.1559
H 2.9214 -5.7302 -3.3647
C -3.1689 -5.1260 -2.4677
Cl -3.7786 -6.6598 -3.0374
Cl -2.9215 -5.2361 -0.7320
Cl -4.2884 -3.8209 -2.8501
H -2.2555 -4.9709 -2.9839
C -4.1497 4.0709 -0.8495
Cl -2.8656 4.9426 0.0082
Cl -5.5739 5.0624 -0.9341
Cl -4.5955 2.4902 -0.1078
H -3.8423 3.7671 -1.8238
C 5.2458 1.7471 1.4587
Cl 4.4305 2.6642 0.2033
Cl 4.8042 2.3985 3.0020
Cl 6.9989 1.7518 1.2179
H 4.9350 0.7236 1.4230
C -5.4323 -0.7641 4.1760
C -4.5119 -1.9989 4.0249
C -4.0818 -2.2872 2.5609
O -3.4588 -1.1495 2.0496
C -3.2356 -1.1761 0.7150
N -3.3551 -1.8350 4.9281
H -4.8722 0.1193 3.8245
H -5.6886 -0.6619 5.2065
H -6.3446 -0.7756 3.5680
H -5.0337 -2.9130 4.3272
H -4.9638 -2.4704 1.9039
H -3.3666 -3.1188 2.4854
H -2.9188 -2.1793 0.3636
H -2.3746 -0.5816 0.4738
H -4.0787 -0.8239 0.1086
H -2.8933 -0.9167 4.9233
H -2.7610 -2.5694 4.5404
C 3.6007 3.5951 -6.3416
C 3.3303 3.0010 -4.9826
C 4.4880 2.1579 -4.5036
O 4.0578 1.4270 -3.4120
C 5.1270 0.7840 -2.7854
N 2.9854 4.1501 -4.0406
H 3.6795 2.8901 -7.1690
H 4.4699 4.2767 -6.4366
H 2.7489 4.2446 -6.6942
H 2.5057 2.3408 -5.0505
H 5.2959 2.8749 -4.2855
H 4.8402 1.4688 -5.3032
H 5.8616 1.5305 -2.3467
H 5.6783 0.2152 -3.5083
H 4.7437 0.1420 -1.9855
H 3.7886 4.7540 -3.9849
H 2.7011 3.8298 -3.1055
C -1.2568 6.3329 -3.1966
C -0.3129 5.2910 -3.7054
C -1.0781 4.0613 -4.2233
O -1.7802 3.4342 -3.1254
C -2.3662 2.1659 -3.5395
N 0.4840 5.9152 -4.6855
H -1.8847 5.8624 -2.4677
H -1.8609 6.5636 -4.0615
H -0.8025 7.2408 -2.7937
H 0.3275 4.9247 -2.8937
H -0.4063 3.3066 -4.6490
H -1.8518 4.4229 -4.9203
H -2.9527 1.7782 -2.7175
H -1.5983 1.4498 -3.8573
H -3.1149 2.4253 -4.3195
H 0.2807 6.8994 -4.8369
H 1.4945 5.7242 -4.6542
C 1.8796 -5.5683 3.0537
C 0.3649 -5.4283 3.1421
C 0.0140 -4.4821 4.2701
O 0.2590 -5.2107 5.4582
C 0.2059 -4.3827 6.6049
N -0.1164 -4.8759 1.9372
H 2.3063 -6.3297 2.3671
H 2.2940 -5.6988 4.0658
H 2.2280 -4.6175 2.6675
H -0.1902 -6.3542 3.3723
H -1.0271 -4.2396 4.1478
H 0.6772 -3.6008 4.1991
H 0.1559 -4.9839 7.4926
H -0.6050 -3.6631 6.6141
H 1.1537 -3.8871 6.7648
H -0.0704 -3.8732 2.0251
H 0.4829 -5.1187 1.1583
C 1.9445 -0.9415 3.1045
C 0.5044 -0.8808 3.6088
C 0.1319 0.5942 3.7740
O -1.2418 0.6796 3.9871
C -1.5934 2.0486 4.0831
N -0.3588 -1.5596 2.6188
H 2.1890 -1.9442 2.9088
H 2.6113 -0.5997 3.8673
H 2.0903 -0.4112 2.1144
H 0.3344 -1.4096 4.5589
H 0.3532 1.0332 2.8135
H 0.7341 1.0464 4.5965
H -2.6459 2.2460 3.9535
H -1.0855 2.6957 3.3655
H -1.3742 2.4133 5.1305
H -0.1173 -1.0246 1.7904
H -1.3332 -1.2858 2.7514
C -0.1348 1.9567 -0.0165
C 0.9797 1.2902 -0.8252
C 0.4613 -0.0661 -1.3907
O 0.0188 -0.9720 -0.4063
C -0.2043 -2.3370 -0.8506
N 1.5516 2.2252 -1.7790
H -0.9790 2.2494 -0.7148
H 0.3009 2.7922 0.5062
H -0.5812 1.2853 0.6774
H 1.7154 1.0056 -0.0762
H 1.2664 -0.5960 -1.9369
H -0.3301 0.0147 -2.1480
H -0.3803 -2.9475 0.0371
H 0.6482 -2.5458 -1.4923
H -1.1192 -2.3157 -1.4476
H 2.1119 1.7221 -2.4611
H 0.8200 2.8031 -2.1898

=====

3.
135
Properties=species:S:1:pos:R:3 method="wB97M-V/def2-TZVPD" charge=0 homo_lumo_gap_ev=9.19 smiles="COC(=O)OC.CNC(C)=O.CNC(C)=O.CNC(C)=O.CNC(C)=O.CNC(C)=O.CNC(C)=O.CNC(C)=O.CNC(C)=O.CC(N)=O.CC(N)=O.CC(N)=O" homo_energy_ev=-8.8 total_energy_ha=-2959.474671 e_above_lowest_ev=0.000
C -3.9906 6.0258 -5.3008
O -2.7134 5.9601 -4.6606
C -2.6944 5.2816 -3.5678
O -3.5381 4.5427 -3.2227
O -1.6446 5.5897 -2.9463
C -1.3529 5.0008 -1.7147
H -4.7754 6.2936 -4.5986
H -4.2414 5.0701 -5.7767
H -3.9123 6.7465 -6.1072
H -2.2043 4.4539 -1.2972
H -0.9760 5.7355 -1.0204
H -0.5913 4.2268 -1.8746
C -4.6562 0.6834 1.9291
C -3.1962 0.4374 2.1983
O -2.3031 0.9380 1.5068
N -2.9262 -0.4923 3.1439
C -1.6000 -0.8886 3.4838
H -5.0816 1.5297 2.4691
H -5.2409 -0.1893 2.2436
H -4.8019 0.8336 0.8614
H -3.6848 -0.7538 3.7431
H -0.8603 -0.0924 3.5148
H -1.2401 -1.5480 2.6773
H -1.6145 -1.5100 4.3701
C -0.6641 -0.8275 -6.8803
C -0.7945 0.2321 -5.7960
O -0.5515 -0.0347 -4.6144
N -1.2971 1.4383 -6.1690
C -1.6774 2.5050 -5.2342
H -0.7701 -0.3838 -7.8682
H -1.4916 -1.5125 -6.6800
H 0.2600 -1.3789 -6.7824
H -1.5077 1.5706 -7.1406
H -1.1235 2.3370 -4.3187
H -2.7328 2.3426 -4.9875
H -1.4771 3.4549 -5.7040
C 2.8098 -6.8911 3.8988
C 1.7061 -5.8455 3.8385
O 0.5953 -6.1284 3.4471
N 2.1216 -4.5714 4.0378
C 1.3414 -3.3991 3.7010
H 3.0856 -7.0743 2.8606
H 2.3820 -7.8057 4.3020
H 3.6681 -6.5825 4.4865
H 3.0671 -4.4203 4.3292
H 1.8278 -2.7593 2.9702
H 1.1100 -2.8938 4.6310
H 0.4177 -3.7524 3.2369
C -0.9528 -5.4271 0.6871
C -1.1861 -4.0659 0.1657
O -0.3744 -3.5095 -0.5951
N -2.3532 -3.4647 0.4441
C -2.7863 -2.1965 -0.0991
H -1.0546 -6.1423 -0.1264
H -1.5562 -5.6825 1.5527
H 0.0835 -5.4925 1.0149
H -2.9447 -3.8932 1.1376
H -2.5104 -2.0167 -1.1365
H -2.3401 -1.3908 0.4998
H -3.8618 -2.0265 -0.0693
C 3.2320 -4.8165 0.7619
C 3.4284 -3.8122 -0.3599
O 4.5005 -3.2184 -0.5060
N 2.3910 -3.6863 -1.2109
C 2.4318 -2.7856 -2.3241
H 4.0804 -4.7483 1.4385
H 3.3072 -5.8031 0.2888
H 2.3137 -4.7324 1.3371
H 1.4775 -3.9586 -0.8540
H 1.4419 -2.6498 -2.7611
H 2.9983 -3.2115 -3.1591
H 2.8532 -1.8412 -1.9844
C 4.2171 1.1516 0.1413
C 4.2705 0.3266 1.4059
O 4.3993 0.9060 2.4771
N 4.3042 -1.0227 1.2980
C 4.6012 -1.8570 2.4271
H 3.4508 1.9153 0.1598
H 4.0046 0.5305 -0.7444
H 5.2249 1.5289 -0.0301
H 4.1624 -1.5020 0.4228
H 4.4113 -2.8928 2.1430
H 4.0116 -1.5971 3.3059
H 5.6531 -1.8098 2.7274
C -6.1522 2.3431 -1.8906
C -4.9674 1.5752 -1.3406
O -5.1258 0.5682 -0.5834
N -3.7404 2.0502 -1.7340
C -2.5322 1.3171 -1.3989
H -7.0715 1.8005 -1.6984
H -6.0735 2.6154 -2.9430
H -6.2492 3.3010 -1.3595
H -3.6987 2.9317 -2.2623
H -2.6166 0.7489 -0.4864
H -1.6540 1.9470 -1.4371
H -2.3987 0.5720 -2.2059
C 2.0770 1.2259 4.7131
C 1.8554 -0.1274 5.3871
O 2.6926 -1.0114 5.2707
N 0.6528 -0.3393 6.0127
C -0.3397 0.6971 6.3083
H 2.0248 2.0772 5.3886
H 1.2775 1.3478 3.9674
H 3.0212 1.2098 4.1836
H 0.4293 -1.2604 6.3391
H -0.3210 1.5122 5.5925
H -0.1956 1.1207 7.3023
H -1.3155 0.2228 6.2004
O 0.7691 4.5564 -5.1400
C 1.8009 3.8999 -5.2972
N 2.8062 4.2758 -6.1891
C 1.9589 2.5811 -4.6303
H 2.8535 5.2305 -6.4956
H 3.6911 3.7988 -6.1588
H 2.9156 2.1015 -4.9210
H 1.1883 1.8644 -4.8969
H 2.0548 2.6503 -3.5467
O 1.1525 3.9409 4.1158
C 0.9515 3.2773 3.0932
N -0.2781 2.6900 2.8346
C 2.0210 3.0902 2.0438
H -0.9856 2.7328 3.5426
H -0.5617 2.3212 1.9429
H 2.7469 2.3438 2.3677
H 2.5506 4.0379 1.9231
H 1.6215 2.8733 1.0500
O 0.8745 1.3384 -0.1707
C 0.6843 0.1301 0.0475
N 0.0931 -0.7263 -0.8206
C 0.9274 -0.4139 1.4308
H -0.0996 -0.4250 -1.7747
H 0.0107 -1.7482 -0.7210
H 1.2931 -1.4309 1.5662
H 0.0124 -0.3330 2.0301
H 1.5742 0.2974 1.9542

=====

4.
23
Properties=species:S:1:pos:R:3 method="wB97M-V/def2-TZVPD" charge=+1 homo_lumo_gap_ev=6.62 homo_energy_ev=-13.2 total_energy_ha=-738.899395 e_above_lowest_ev=1.879
C -0.4699 -2.9696 0.0622
C 1.9345 3.1436 0.0494
C -0.5231 1.4268 -0.2037
C -1.8048 -2.2237 -0.0802
C 0.9235 0.9710 -0.5519
C -1.3129 0.3086 0.3762
N -1.4776 -0.9269 -0.6407
O -1.3832 -0.7236 -1.8225
O 1.7989 1.9637 -0.8757
I -3.5179 0.6029 0.3786
H -0.3419 -3.2520 -0.9787
H 0.4128 -2.2003 0.4002
H -0.4676 -3.8876 0.5907
H 1.6333 3.9569 -0.5567
H 2.8526 3.3508 0.4941
H 1.2630 2.9508 0.8530
H -0.9150 1.9990 -1.1659
H -0.3888 2.1531 0.6075
H -2.2743 -2.1763 0.8360
H -2.3438 -2.8427 -0.7733
H 1.4191 0.3788 0.2176
H 0.8861 0.4118 -1.4498
H -1.1078 0.0345 1.3221

=====

5.
29
Properties=species:S:1:pos:R:3 method="wB97M-V/def2-TZVPD" charge=0 homo_lumo_gap_ev=8.09 homo_energy_ev=-7.5 total_energy_ha=-880.988373 e_above_lowest_ev=8.959
C -1.3996 -2.2726 1.0503
C -1.7969 -3.1065 -1.5908
C 2.2025 -0.0513 0.3876
C 1.4549 0.3381 -0.6329
C -0.9406 0.1259 -0.3132
C 4.3398 1.0189 -0.3790
C -3.6926 2.0905 1.0198
C 3.6924 -0.2068 0.2905
C -2.2970 1.9048 0.2881
N 0.1347 0.7026 -0.4105
O -2.1274 0.4984 0.1156
S -1.1190 -1.9218 -0.5301
H -1.9232 -1.4184 1.4872
H -1.7988 -3.3001 1.0798
H -1.4341 -3.2840 -2.6252
H -2.9416 -2.9806 -1.6301
H 1.5797 -0.2034 1.3398
H 1.9153 0.7254 -1.5260
H 3.9172 1.0569 -1.3281
H 5.4156 0.9712 -0.4022
H 4.0638 2.0779 -0.0501
H -4.3466 1.7386 0.2467
H -3.6956 1.4932 2.0194
H -3.7758 3.0987 1.4115
H 4.1431 -0.3893 1.2562
H 3.8416 -1.1685 -0.3301
H -1.4287 2.1522 1.0346
H -2.3517 2.5057 -0.6155
H 0.3688 -2.1959 -0.6633

=====

6.
31
Properties=species:S:1:pos:R:3 method="wB97M-V/def2-TZVPD" charge=+1 homo_lumo_gap_ev=6.95 homo_energy_ev=-13.2 total_energy_ha=-852.732289 e_above_lowest_ev=2.614
C -2.6747 2.7742 3.7532
C -3.9818 2.9878 3.8521
N -5.4608 3.1924 3.6169
I -6.3491 1.3257 3.5123
H -1.5733 2.7508 3.3657
H -5.8414 3.7809 4.3833
H -5.5716 3.6769 2.6897
C -0.5492 -0.7999 0.3596
C 0.7665 -0.6589 1.1178
C 0.7040 0.3932 2.2276
C 0.3881 1.7438 1.6351
N 0.1356 2.8195 1.1635
H -0.8209 0.1270 -0.1542
H -0.4668 -1.5800 -0.4017
H -1.3655 -1.0702 1.0376
H 1.5594 -0.4022 0.4072
H 1.0289 -1.6262 1.5567
H 1.6638 0.4470 2.7490
H -0.0660 0.1334 2.9604
C 3.2784 -2.0539 -4.3065
C 1.9786 -1.3388 -3.9528
C 1.8602 -1.0229 -2.4600
C 1.8920 -2.3022 -1.6622
N 1.9177 -3.3209 -1.0276
H 3.3512 -3.0267 -3.8124
H 3.3323 -2.2329 -5.3836
H 4.1474 -1.4543 -4.0169
H 1.1342 -1.9611 -4.2686
H 1.9205 -0.4052 -4.5210
H 0.9204 -0.4999 -2.2601
H 2.6830 -0.3779 -2.1373